# 1
{"formula": "C4H7NO3S3", "method": "the ωB97M-V functional and the def2-TZVPD basis", "charge": 0, "gap_ev": [7.8, 7.8], "de_lowest_ev": 0.000, "elements": ["C", "C", "C", "C", "N", "O", "O", "O", "S", "S", "S", "H", "H", "H", "H", "H", "H", "H"], "positions_angstrom": [[2.59775, 0.09505, 0.19504], [0.00256, -0.11408, 0.59048], [-1.17564, -2.70431, 0.04971], [-1.59731, 2.22443, -0.19645], [2.81616, -0.67182, -0.65424], [0.83641, 2.37708, 0.79561], [2.81678, -1.55155, -1.41773], [0.52160, 1.44091, -1.48958], [0.16880, -0.35862, 2.21055], [-0.84598, -1.04882, -0.54071], [0.07165, 1.58883, -0.11487], [2.76538, 0.66654, 1.05134], [-2.12837, -2.69677, 0.56150], [-0.35965, -3.10964, 0.58489], [-1.12688, -3.29142, -0.86001], [-1.82650, 2.29514, 0.82480], [-1.42595, 3.15695, -0.66158], [-2.11083, 1.70210, -0.92877]], "nbo_charge": [-0.0812, -0.6588, -0.7589, -0.8408, 0.2294, -0.9310, -0.3827, -0.9419, 0.0450, 0.4306, 2.1200, 0.2700, 0.2404, 0.2512, 0.2488, 0.2488, 0.2579, 0.2532]}

=====

# 2
{"formula": "C27H38ClF15I2O11PS", "method": "the ωB97M-V functional and the def2-TZVPD basis", "charge": 1, "gap_ev": 8.7, "de_lowest_ev": 0.265, "elements": ["C", "C", "C", "C", "S", "C", "I", "C", "C", "I", "P", "O", "Cl", "H", "H", "H", "H", "H", "H", "H", "H", "H", "H", "H", "H", "H", "C", "C", "O", "C", "O", "C", "F", "F", "F", "H", "H", "H", "H", "H", "C", "C", "O", "C", "O", "C", "F", "F", "F", "H", "H", "H", "H", "H", "C", "C", "O", "C", "O", "C", "F", "F", "F", "H", "H", "H", "H", "H", "C", "C", "O", "C", "O", "C", "F", "F", "F", "H", "H", "H", "H", "H", "C", "C", "O", "C", "O", "C", "F", "F", "F", "H", "H", "H", "H", "H"], "positions_angstrom": [[4.61426, 2.21274, 4.52326], [3.92201, 2.71445, 3.24942], [4.10323, 1.73877, 2.08131], [4.10425, 2.38237, 0.69882], [2.93413, 0.38265, 2.38369], [1.26757, 0.80898, 2.03695], [0.74806, 1.67843, 0.19251], [0.31600, 0.49619, 2.95812], [-1.14124, 0.74401, 2.81195], [0.78053, -0.45487, 4.78035], [3.45011, -1.10932, 0.83433], [4.60388, -1.75346, 1.72974], [1.90189, -2.40856, 1.13120], [4.66426, 1.12636, 4.53760], [4.07584, 2.50567, 5.41607], [5.63263, 2.58094, 4.57796], [2.86311, 2.83414, 3.47318], [4.30553, 3.68305, 2.95195], [5.07581, 1.26708, 2.21350], [5.10042, 2.72711, 0.44953], [3.43400, 3.23401, 0.66315], [3.75089, 1.69895, -0.06500], [-1.37741, 1.48099, 2.05629], [-1.54102, 1.09511, 3.75776], [-1.64563, -0.18805, 2.56842], [5.03933, -2.49250, 1.28366], [-2.28297, 4.51468, -1.41230], [-1.70550, 5.72204, -0.70446], [-2.70702, 6.40283, 0.07348], [-3.01772, 5.83303, 1.22500], [-2.53289, 4.84419, 1.69098], [-4.11738, 6.64895, 1.92723], [-5.11219, 6.91069, 1.07658], [-3.62467, 7.80534, 2.37285], [-4.60815, 5.97602, 2.95638], [-3.12612, 4.80315, -2.03977], [-1.52425, 4.04734, -2.04032], [-2.64399, 3.77430, -0.69952], [-1.34945, 6.45229, -1.42656], [-0.86824, 5.45682, -0.05890], [3.96643, -4.70252, 7.63240], [2.78442, -4.52553, 8.56023], [2.96493, -3.40213, 9.44784], [2.77405, -2.20496, 8.93758], [2.45202, -1.93537, 7.81589], [2.99343, -1.13679, 10.02528], [4.14011, -1.34104, 10.66993], [1.99482, -1.17847, 10.90780], [3.02460, 0.07268, 9.47923], [4.88818, -4.79919, 8.20600], [3.83315, -5.59816, 7.02727], [4.07848, -3.84922, 6.96493], [2.68401, -5.38700, 9.21468], [1.84901, -4.40958, 8.01432], [-7.54339, 4.99921, 0.06669], [-6.88237, 5.15827, -1.28452], [-6.57365, 3.88487, -1.88829], [-7.58950, 3.23092, -2.43110], [-8.72567, 3.58554, -2.49004], [-7.07952, 1.90936, -3.03455], [-6.31854, 1.24432, -2.15737], [-6.33747, 2.15940, -4.11877], [-8.09081, 1.13410, -3.38480], [-6.92155, 4.38911, 0.72367], [-7.68946, 5.97462, 0.52753], [-8.51211, 4.50961, -0.01460], [-5.92164, 5.65736, -1.17773], [-7.49012, 5.75045, -1.96735], [0.57057, -4.03145, -1.86727], [-0.39677, -2.87088, -1.96554], [-0.41084, -2.29280, -3.28301], [-1.07701, -2.97573, -4.20595], [-1.66774, -3.99834, -4.05180], [-1.00937, -2.22769, -5.54893], [0.25001, -1.87361, -5.83791], [-1.74602, -1.11512, -5.49455], [-1.46195, -2.99209, -6.52687], [1.57110, -3.72019, -2.17254], [0.61164, -4.40146, -0.84339], [0.27226, -4.85432, -2.51367], [-0.08718, -2.06127, -1.30671], [-1.40759, -3.16235, -1.68215], [0.76820, -3.90691, -8.70287], [2.18109, -3.96572, -8.16605], [2.58455, -5.31304, -7.85081], [2.91448, -6.07925, -8.87941], [2.93044, -5.77016, -10.03079], [3.33122, -7.47030, -8.36767], [2.43039, -7.95525, -7.50936], [4.50695, -7.38709, -7.73359], [3.45517, -8.31908, -9.37376], [0.07550, -4.37157, -8.00292], [0.47106, -2.87056, -8.85749], [0.67968, -4.43322, -9.65156], [2.24908, -3.42460, -7.22474], [2.89733, -3.52278, -8.85724]], "mulliken_charge": [-1.2130, -0.4982, 0.2195, -1.6649, -0.0054, -0.4168, 0.1843, 0.6947, -1.2669, 0.2600, 0.4574, -0.4509, -0.1307, 0.2998, 0.3463, 0.3558, 0.2659, 0.5049, 0.5167, 0.4119, 0.4044, 0.3532, 0.2688, 0.4193, 0.3075, 0.3593, -1.0329, -0.1702, -0.3127, 0.3514, -0.5504, 0.9096, -0.2288, -0.2584, -0.2446, 0.2819, 0.3734, 0.2703, 0.3352, 0.2770, -1.0605, -0.2166, -0.3178, 0.3171, -0.5075, 0.9382, -0.2446, -0.2559, -0.2297, 0.3152, 0.3763, 0.2695, 0.3165, 0.3068, -1.1454, -0.1617, -0.2730, 0.2679, -0.5009, 0.9188, -0.2478, -0.2463, -0.2372, 0.2807, 0.3442, 0.4033, 0.2710, 0.3236, -1.1445, 0.0176, -0.3279, 0.2602, -0.4992, 0.9920, -0.2662, -0.2624, -0.2343, 0.2720, 0.3263, 0.3987, 0.1398, 0.3346, -1.0711, -0.1854, -0.3261, 0.3082, -0.5010, 0.9383, -0.2493, -0.2551, -0.2347, 0.2447, 0.3456, 0.4024, 0.2627, 0.3262]}

=====

# 3
{"formula": "C12H16BCl4NO", "method": "the ωB97M-V functional and the def2-TZVPD basis", "charge": 0, "gap_ev": 5.9, "de_lowest_ev": 0.043, "elements": ["Cl", "B", "Cl", "Cl", "O", "C", "C", "C", "C", "C", "Cl", "C", "C", "H", "H", "H", "H", "H", "C", "C", "C", "N", "C", "C", "H", "H", "H", "H", "H", "H", "H", "H", "H", "H", "H"], "positions_angstrom": [[3.60443, 1.78372, 1.42865], [2.86955, 0.09277, 1.43652], [3.23264, -0.86373, -0.12268], [3.46892, -0.90643, 2.91636], [1.39224, 0.30477, 1.54634], [0.52089, -0.63767, 1.63633], [-0.86816, -0.33964, 1.42798], [-1.77208, -1.41967, 1.31658], [-3.14074, -1.19504, 1.22859], [-3.62578, 0.12443, 1.21452], [-5.30974, 0.40719, 1.14637], [-2.73322, 1.21091, 1.24635], [-1.36619, 0.98669, 1.32966], [0.85454, -1.67809, 1.67822], [-1.35806, -2.42706, 1.31098], [-3.84518, -2.02331, 1.16352], [-3.13236, 2.22161, 1.19686], [-0.67245, 1.82276, 1.33178], [1.72993, -1.47777, 7.39642], [0.89213, -2.52490, 6.66596], [0.80849, -2.26813, 5.16026], [0.53928, -0.89919, 4.79899], [1.16770, 0.17038, 5.53929], [1.25311, -0.06915, 7.04660], [1.63938, -1.63143, 8.47472], [2.78401, -1.58827, 7.11982], [1.29495, -3.52789, 6.83040], [-0.12813, -2.50816, 7.06599], [1.74622, -2.60091, 4.67927], [-0.01018, -2.86808, 4.73853], [0.52346, -0.73930, 3.80119], [2.17657, 0.35852, 5.12886], [0.56578, 1.07084, 5.35345], [0.25118, 0.08067, 7.46556], [1.91101, 0.68482, 7.48778]], "nbo_charge": [-0.2190, 0.3787, -0.2436, -0.2626, -0.5474, 0.4534, -0.1395, -0.1179, -0.2477, 0.0215, 0.0743, -0.2396, -0.1161, 0.2207, 0.2320, 0.2445, 0.2445, 0.2516, -0.3994, -0.4029, -0.2145, -0.6341, -0.2190, -0.4031, 0.2085, 0.1996, 0.2127, 0.1947, 0.1673, 0.1841, 0.3406, 0.1785, 0.1904, 0.1938, 0.2148]}

=====

# 4
{"formula": "C18H48KN2O7", "method": "the ωB97M-V functional and the def2-TZVPD basis", "charge": 2, "gap_ev": [9.4, 3.4], "spin_multiplicity": 2, "elements": ["K", "C", "O", "C", "C", "N", "C", "C", "O", "C", "H", "H", "H", "H", "H", "H", "H", "H", "H", "H", "H", "H", "H", "H", "H", "C", "O", "C", "C", "N", "C", "C", "O", "C", "H", "H", "H", "H", "H", "H", "H", "H", "H", "H", "H", "H", "H", "H", "H", "C", "C", "O", "H", "H", "H", "H", "H", "H", "C", "C", "O", "H", "H", "H", "H", "H", "H", "C", "C", "O", "H", "H", "H", "H", "H", "H"], "positions_angstrom": [[0.93078, -0.79475, -0.41108], [-6.02175, -0.00981, 2.66725], [-5.16682, 0.70940, 1.72641], [-4.10607, -0.25009, 1.29867], [-3.28012, 0.34940, 0.18340], [-2.53008, 1.47826, 0.71745], [-1.78051, 2.14900, -0.32528], [-1.06489, 3.37254, 0.16212], [-1.96669, 4.44837, 0.53633], [-2.05205, 4.89027, 1.89972], [-6.81283, 0.58345, 3.12587], [-5.48158, -0.35885, 3.54730], [-6.50072, -0.87592, 2.21057], [-4.52945, -1.19941, 0.97059], [-3.47139, -0.48041, 2.15436], [-3.93224, 0.67060, -0.62879], [-2.56318, -0.37503, -0.20299], [-3.21560, 2.08339, 1.14639], [-2.34782, 2.40492, -1.22014], [-1.05480, 1.42144, -0.68877], [-0.42628, 3.77068, -0.62639], [-0.42611, 3.13480, 1.01274], [-2.02585, 4.09986, 2.64982], [-2.95006, 5.47097, 2.11058], [-1.17454, 5.52212, 2.03691], [2.77313, -2.90048, 2.03538], [2.89528, -1.51806, 1.65485], [4.19438, -1.18291, 1.20712], [4.24489, 0.29374, 0.82355], [3.55110, 0.56697, -0.48388], [3.23496, 2.01023, -0.59277], [2.40452, 2.38371, -1.87358], [1.12767, 1.75283, -1.80564], [0.32446, 2.20938, -2.92712], [3.40353, -3.18677, 2.87723], [2.95914, -3.51466, 1.15431], [1.77217, -3.16834, 2.37367], [4.50753, -1.85099, 0.40479], [4.87888, -1.29055, 2.04852], [5.27012, 0.59390, 0.60700], [3.86834, 0.98441, 1.57806], [4.23912, 0.33046, -1.18444], [4.17492, 2.56199, -0.58069], [2.65867, 2.37073, 0.25931], [2.81531, 1.96594, -2.79272], [2.39207, 3.47364, -1.87140], [-0.47108, 1.50318, -3.16482], [0.97073, 2.10780, -3.79896], [0.00404, 3.24857, -2.85300], [3.92787, -3.72109, -1.80917], [2.54399, -4.35049, -1.89574], [1.71630, -3.54381, -1.10779], [4.62489, -4.22565, -2.47826], [4.24636, -3.89749, -0.78177], [3.88442, -2.64137, -1.95206], [2.48189, -5.35465, -1.47634], [2.21987, -4.40301, -2.93510], [0.83878, -3.93301, -1.09959], [-2.50309, -2.51909, -4.20134], [-1.07330, -2.37034, -3.75286], [-0.93974, -1.78694, -2.47445], [-2.93716, -1.59766, -4.58948], [-3.13973, -2.87788, -3.39261], [-2.59323, -3.23241, -5.02057], [-0.55255, -1.77032, -4.49911], [-0.64081, -3.36951, -3.70066], [-1.20363, -2.50126, -1.88989], [-0.49614, 1.38236, 3.92770], [-0.53168, 0.00061, 3.24083], [-0.38209, 0.14023, 1.87917], [-1.25341, 2.05987, 3.53320], [0.47011, 1.82944, 3.69408], [-0.57104, 1.34831, 5.01460], [-1.45932, -0.54229, 3.42201], [0.28343, -0.61475, 3.62163], [-1.20419, 0.53231, 1.57581]], "mulliken_charge": [0.5705, -0.7783, -0.3608, -0.5578, -0.3079, -0.2915, 0.0022, -0.3931, -0.3496, -0.5106, 0.2891, 0.3214, 0.3190, 0.5151, 0.1411, 0.5499, 0.1306, 0.3999, 0.5965, -0.2228, 0.2923, 0.2652, 0.1694, 0.2762, 0.3523, -0.7677, -0.0456, -0.3883, -0.9970, -0.1906, -0.8172, -0.7428, 0.1297, -1.0216, 0.3994, 0.1339, 0.2393, 0.1916, 0.3923, 0.5006, 0.3956, 0.2548, 0.4813, 0.2907, 0.4127, 0.3231, 0.2107, 0.4692, 0.3410, -0.8501, -0.3974, -0.2557, 0.4257, 0.1836, 0.1329, 0.3600, 0.3979, 0.1378, -1.1486, -0.2555, -0.2498, 0.2842, 0.3177, 0.3836, 0.3286, 0.1999, 0.1872, -0.8724, -0.2143, 0.0453, 0.0200, 0.2750, 0.4454, 0.2323, 0.3147, -0.0410]}

=====

| no. | energy (hartree) |
| --- | --- |
| 1 | -1631.468644 |
| 2 | -5172.239467 |
| 3 | -2462.593777 |
| 4 | -1950.058475 |